[1]
# C14H25CaClNP

A structure of composition C14H25CaClNP (wB97M-V/def2-TZVPD, OMol25).

Atoms and positions in Å:
C 0.48413 3.41689 -3.65483
C -0.77980 2.91896 -3.35052
C -0.91740 1.78712 -2.51530
C 0.23511 1.12888 -2.11628
C 1.49118 1.63126 -2.36552
C 1.61760 2.78935 -3.15189
C -2.32936 1.38729 -2.07528
C -2.70732 -0.06059 -1.64359
N -1.86232 -1.17741 -2.23133
Ca -0.61516 -0.10935 -0.23734
C 2.67302 0.94897 -1.71718
P 2.07622 -0.63325 -0.94330
H -1.67435 3.41108 -3.73033
H 2.61069 3.19667 -3.31379
H 0.58626 4.28822 -4.29958
H 3.08779 1.56825 -0.90686
H 3.47072 0.68915 -2.42828
H -2.67977 2.01870 -1.22612
H -3.04442 1.54107 -2.90172
H -2.71126 -0.13672 -0.50131
C 3.56587 -1.23947 -0.08571
C 2.13012 -1.64040 -2.46105
H -3.79850 -0.19509 -1.94110
C -1.41860 -0.93066 -3.68705
C -2.83038 -2.34779 -2.36053
H -0.20484 -1.28288 1.79537
H -1.91098 -1.63410 -4.37452
H -1.65878 0.07839 -4.03803
H -0.35058 -1.14026 -3.78770
H -3.04246 -2.57231 -3.42079
H -2.43715 -3.26728 -1.91787
H -3.80339 -2.08192 -1.92950
H 3.17165 -1.65304 -2.81107
H 1.78585 -2.65576 -2.22085
H 1.48090 -1.21004 -3.23243
H 4.44421 -1.12683 -0.73927
H 3.70637 -0.67286 0.84704
H 3.40973 -2.30041 0.16158
H -0.51980 -1.84764 1.31602
Cl 0.14425 1.33910 2.36779
C 0.27614 2.32164 0.97887
H 1.29099 2.70512 0.83601
H -0.54327 3.04665 0.89933

Atomic forces in eV per Å
-0.07 -0.09 -0.18
-0.45 -0.36 0.50
0.54 1.10 -1.00
-0.99 -1.48 1.36
0.03 1.02 -0.92
0.34 -0.49 0.54
-0.73 -0.05 -0.01
-0.51 -0.01 -0.65
-2.01 -0.33 -1.39
1.95 1.62 0.60
-0.04 -0.21 0.48
-0.18 0.63 -0.31
0.13 0.10 -0.03
-0.06 0.14 -0.21
-0.05 -0.13 0.17
0.00 -0.04 -0.27
-0.01 0.20 0.17
0.25 -0.06 -0.59
0.46 0.51 0.21
-0.58 -0.28 -1.25
0.27 -0.04 0.00
0.04 -0.47 -0.02
1.34 0.19 0.59
0.04 0.02 0.41
0.18 -0.12 0.16
-0.64 -1.13 -0.84
0.04 0.30 0.38
0.35 -0.27 0.23
-0.25 0.45 0.19
0.11 0.07 0.61
-0.06 0.20 0.13
0.33 -0.38 0.24
-0.28 -0.20 -0.10
0.20 0.12 -0.28
0.28 -0.05 0.29
-0.09 -0.13 0.33
0.03 -0.21 -0.30
0.18 0.30 -0.03
0.63 0.79 1.12
-0.26 -1.35 1.94
-0.55 0.07 -2.88
-0.42 0.04 0.21
0.53 0.01 0.41

Output
E_HOMO = -5.60 eV
ΔE to the lowest compared entry with this formula, charge and spin = 0.0 kcal/mol
Total energy = -2082.184168 hartree
Kohn-Sham gap = 5.6002 eV
LUMO = -0.002 eV


[2]
# C35H53BrNO3Si

A cluster of 4 separate species, C35H53BrNO3Si in total (wB97M-V/def2-TZVPD, OMol25).

Atoms and positions in Å:
C -1.24770 -2.10921 1.78492
C -0.67717 -0.99684 2.30668
C -0.69190 0.28731 1.52714
N 0.62993 0.43021 0.80754
C 1.55195 1.38839 1.47220
O 1.66050 1.00439 2.79613
C 1.56431 2.06532 3.75164
C 1.30516 1.49814 5.12878
C 2.88728 1.34891 0.71574
O 2.93181 0.43614 -0.35635
C 1.87130 0.53587 -1.30372
C 2.24389 1.50828 -2.42016
C 3.63559 1.22420 -3.00227
C 3.69031 0.01151 -3.92287
Br 4.14609 -1.62075 -2.97942
C 0.49103 0.79230 -0.64291
C -0.17894 2.15104 -0.82757
C -1.29876 2.06510 -1.87055
O -2.48714 1.67698 -1.18644
Si -3.42291 0.46435 -1.88365
C -4.44173 1.08654 -3.32290
C -2.42126 -1.04572 -2.38874
C -4.61452 -0.07985 -0.53565
H -0.96127 -3.10927 2.07712
H -2.00770 -1.97576 1.02205
H -0.23165 -1.00762 3.29377
H -0.88940 1.17550 2.11868
H -1.46518 0.21252 0.76606
H 1.07323 -0.49092 0.87935
H 1.14944 2.39969 1.42160
H 0.74735 2.74967 3.50733
H 2.49236 2.63927 3.73496
H 2.16412 0.98172 5.53776
H 1.02733 2.33872 5.76137
H 0.42630 0.85828 5.08347
H 3.63845 1.01646 1.42937
H 3.20637 2.34516 0.39910
H 1.81715 -0.45085 -1.76058
H 1.52928 1.41825 -3.23978
H 2.24573 2.54090 -2.07488
H 3.89303 2.09534 -3.60720
H 4.38241 1.17609 -2.21656
H 2.73711 -0.13485 -4.42115
H 4.43335 0.17215 -4.69497
H -0.18728 0.04383 -1.04630
H -0.69720 2.42576 0.09016
H 0.50520 2.96400 -1.04431
H -1.04749 1.35831 -2.66165
H -1.44880 3.06463 -2.27398
H -4.67692 2.14064 -3.17274
H -3.96545 0.97842 -4.29451
H -5.39323 0.55877 -3.31107
H -1.83035 -1.43838 -1.56104
H -3.12113 -1.82063 -2.69562
H -1.77305 -0.84130 -3.24066
H -5.57435 0.41978 -0.61031
H -4.76509 -1.15704 -0.58778
H -4.15643 0.11916 0.43500
C -6.28822 -2.99486 -3.03957
C -7.43832 -3.59299 -2.54441
C -8.67082 -3.29745 -3.10954
C -8.75273 -2.40941 -4.17315
C -7.60254 -1.81302 -4.67022
C -6.37081 -2.10391 -4.10113
H -5.32614 -3.22658 -2.59807
H -7.37454 -4.29068 -1.71953
H -9.56837 -3.76062 -2.72167
H -9.71376 -2.18303 -4.61558
H -7.66634 -1.12209 -5.50081
H -5.47380 -1.63635 -4.48831
C 7.08599 6.09954 2.12476
C 6.12341 5.27368 2.68706
C 5.15798 4.68811 1.88098
C 5.16001 4.92242 0.51247
C 6.12420 5.74610 -0.04988
C 7.08533 6.33711 0.75738
H 7.83767 6.55854 2.75282
H 6.12610 5.08748 3.75305
H 4.40296 4.04697 2.32181
H 4.40864 4.46292 -0.11961
H 6.12694 5.92808 -1.11657
H 7.83518 6.98288 0.32047
C 2.15543 -7.12346 3.16733
C 1.04961 -7.46838 3.93200
C 0.25886 -6.47821 4.49759
C 0.57093 -5.14166 4.29274
C 1.67630 -4.79656 3.52522
C 2.47039 -5.78731 2.96487
H 2.77304 -7.89667 2.73000
H 0.80460 -8.51048 4.08846
H -0.59944 -6.74808 5.09871
H -0.04745 -4.36910 4.73358
H 1.92133 -3.75297 3.36539
H 3.33503 -5.51895 2.37168

Atomic forces in eV per Å
0.64 1.40 0.31
-0.77 -1.06 -0.28
-0.84 -0.36 0.31
-0.30 0.26 0.28
0.57 0.41 0.24
-0.17 -0.29 -0.09
0.20 0.18 0.43
-0.31 0.35 -0.41
0.74 0.10 0.00
-0.66 -0.37 0.45
0.27 0.24 -0.56
0.45 -0.15 0.08
-0.33 0.23 -0.28
0.10 0.45 0.10
-0.06 -0.10 -0.09
0.17 -0.15 -0.18
-0.29 -0.16 0.15
-0.12 0.65 0.77
0.40 -0.68 -0.53
-1.21 -0.40 0.22
0.35 0.22 0.26
0.13 0.59 0.02
0.78 0.06 -0.06
-0.53 -0.04 0.58
0.42 -0.27 -0.53
0.71 -0.13 -0.29
0.23 0.11 0.05
0.00 0.16 -0.16
0.15 -0.01 -0.17
-0.47 -0.09 -0.19
-0.09 -0.07 -0.33
0.07 0.07 0.00
0.02 -0.16 0.08
0.19 -0.01 0.25
0.07 -0.26 0.10
0.05 -0.13 0.01
-0.27 0.18 -0.10
0.14 -0.17 0.14
-0.27 0.15 0.06
-0.15 0.07 0.10
0.04 0.03 -0.09
0.09 -0.14 0.08
-0.09 -0.20 0.01
0.20 -0.26 0.03
-0.10 -0.08 0.05
-0.03 0.12 0.05
0.24 -0.06 -0.10
0.09 0.08 -0.24
-0.05 -0.03 -0.34
0.01 0.10 -0.02
-0.03 -0.03 -0.12
-0.04 -0.17 -0.15
0.09 -0.13 0.01
-0.10 -0.07 -0.02
0.15 -0.12 -0.03
-0.11 0.07 0.12
-0.17 -0.08 -0.11
-0.19 0.11 0.16
0.01 0.04 0.00
0.00 0.00 0.03
0.00 0.00 -0.01
0.00 0.00 0.01
-0.01 0.03 0.00
0.05 0.00 0.02
0.00 -0.03 -0.01
0.00 0.00 0.00
0.00 -0.01 0.00
-0.01 0.00 0.00
0.00 0.00 -0.01
0.01 -0.03 -0.03
0.00 0.00 -0.01
-0.02 -0.01 0.04
-0.01 -0.02 -0.06
-0.03 -0.04 0.04
0.00 0.00 -0.04
0.00 0.00 0.01
0.00 0.00 0.01
0.00 0.01 0.01
0.01 0.00 0.02
0.00 0.02 -0.02
0.00 0.01 0.00
0.01 0.00 0.00
0.00 0.00 0.00
0.01 0.00 0.00
-0.02 0.00 -0.01
0.01 0.05 -0.05
-0.06 0.03 0.00
0.00 0.01 -0.03
0.00 -0.01 0.00
0.00 -0.01 0.01
0.00 0.00 0.00
0.01 0.00 0.03
0.02 0.00 0.03
0.00 0.00 0.00

Output
E_HOMO = -11.04 eV
Net charge = +1
Total energy = -4509.203129 hartree
Kohn-Sham gap = 8.9811 eV
LUMO = -2.063 eV


[3]
# C17H8F6IrN3O5SSe5

A structure of composition C17H8F6IrN3O5SSe5 (wB97M-V/def2-TZVPD, OMol25).

Atoms and positions in Å:
Ir 0.21189 -0.22717 -0.87345
Se 1.80732 0.38811 -2.82859
Se 1.62108 -1.31568 -4.33806
Se 2.80440 -3.16586 -3.35959
Se 2.38473 -3.10266 -1.19521
O -1.09532 -0.65504 -2.85016
N -1.97493 -1.63143 -2.84953
C -3.05399 -1.52259 -3.66601
C -3.94452 -2.55143 -3.80690
C -3.70918 -3.73622 -3.10621
C -2.64682 -3.80498 -2.23468
C -1.78457 -2.71066 -2.04484
S -0.57887 -2.66137 -0.83194
H -3.11955 -0.58096 -4.19166
H -4.80406 -2.42876 -4.45284
H -4.37024 -4.58760 -3.23343
H -2.44425 -4.70017 -1.65830
F 5.84852 -1.52627 2.55652
C 4.95573 -0.77643 1.91166
C 3.87170 -0.33464 2.53092
N 2.93118 0.46194 1.89593
C 1.67665 0.86702 2.56786
C 0.47341 -0.04554 2.32840
O -0.38552 -0.02310 3.20490
O 0.47789 -0.75788 1.23123
C 3.02970 0.71042 0.56135
O 2.13866 1.29335 -0.04662
N 4.19187 0.30784 -0.03591
C 5.22859 -0.44721 0.52182
O 6.21609 -0.74976 -0.10902
H 3.68374 -0.56759 3.57071
H 1.40297 1.84073 2.18988
H 1.85438 0.92199 3.63468
H 4.23571 0.47578 -1.03142
F -2.70196 4.70930 3.86778
C -2.48578 3.93044 2.81338
C -3.53534 3.29743 2.19703
F -4.77300 3.47601 2.66098
C -3.30111 2.49604 1.10127
F -4.35914 1.91165 0.54598
C -2.03079 2.31306 0.57574
Se -1.78322 1.27688 -1.02317
C -1.00286 2.96148 1.23099
F 0.24709 2.84506 0.79878
C -1.21422 3.75625 2.33366
F -0.19403 4.37024 2.93609

Atomic forces in eV per Å
-0.42 -0.21 -0.61
0.07 -0.09 0.56
0.01 -0.22 -0.02
-0.05 0.10 -0.43
0.45 0.16 0.41
-0.33 0.12 -0.13
0.01 0.15 -0.11
0.21 0.00 0.05
-0.01 -0.02 -0.02
0.03 -0.11 0.13
-0.08 -0.09 -0.05
-0.10 -0.03 0.03
-0.37 0.20 0.08
0.08 -0.02 0.08
0.10 -0.02 0.00
0.08 0.09 0.05
-0.07 0.12 -0.01
0.28 -0.18 0.12
0.26 -0.05 -0.29
-0.93 0.52 0.22
-0.16 -0.39 0.57
0.58 -0.37 -0.20
-0.46 -0.65 -0.49
0.33 -0.08 -0.65
0.13 0.57 0.98
-0.35 0.23 -0.03
0.37 0.10 -0.08
0.29 -0.21 -0.02
-0.01 0.15 -0.30
-0.15 -0.01 0.11
-0.03 0.01 -0.04
0.13 0.21 0.06
0.10 0.03 0.12
-0.03 -0.03 -0.19
-0.07 0.24 0.35
-0.06 0.09 0.17
-0.16 -0.09 -0.09
-0.26 0.00 0.09
0.17 0.03 -0.03
-0.28 -0.19 -0.22
-0.07 -0.22 -0.16
0.22 -0.13 0.22
-0.08 -0.02 -0.08
0.15 0.20 -0.25
0.23 0.03 0.01
0.23 0.10 0.10

Output
E_HOMO (spin up / spin down) = -4.57 / -5.01 eV
Net charge = -1
Expectation value of S² = 8.77
Total energy = -14302.001046 hartree
Kohn-Sham gap (spin up / spin down) = 6.9598 / 5.8762 eV
LUMO (spin up / spin down) = 2.392 / 0.870 eV
Spin multiplicity = 6


[4]
# C2H2N2O2S

The molecule C2H2N2O2S (wB97M-V/def2-TZVPD, OMol25).

Atoms and positions in Å:
C 0.91217 1.62426 -1.17006
C -0.25430 -0.91997 0.57186
N -0.04104 -1.43589 1.71549
N -1.18350 0.22415 0.78947
O -1.59641 0.76825 -0.20017
O 0.13638 -1.11212 -0.60366
S 0.07903 0.57338 -1.81805
H 1.38995 2.51515 -0.87761
H 0.55772 -2.23720 1.59274

Atomic forces in eV per Å
-1.16 -0.99 -1.71
-0.57 0.62 2.87
0.28 -0.64 -0.17
0.52 -0.63 -0.56
-1.79 1.22 -0.32
0.16 -0.28 -1.48
1.61 0.71 0.81
0.53 0.40 0.47
0.43 -0.40 0.08

Output
E_HOMO (spin up / spin down) = -8.31 / -9.53 eV
ΔE to the lowest compared entry with this formula, charge and spin = 47.5 kcal/mol
Expectation value of S² = 2.03
Total energy = -735.345837 hartree
Kohn-Sham gap (spin up / spin down) = 7.1256 / 7.6181 eV
LUMO (spin up / spin down) = -1.182 / -1.908 eV
Spin multiplicity = 3


[5]
# C2H2BrClO

A structure of composition C2H2BrClO (wB97M-V/def2-TZVPD, OMol25).

Atoms and positions in Å:
C 0.48088 -1.21476 0.04320
C 0.50443 0.73389 0.05218
O -0.19612 -1.50691 -0.85033
Cl 2.03692 1.53742 0.04020
Br -3.37482 1.04852 0.24083
H 0.92005 -1.69706 0.94435
H -0.37135 1.09889 -0.47042

Atomic forces in eV per Å
0.04 5.86 1.24
1.29 -3.66 0.82
-0.61 -2.09 -0.99
-1.04 -0.21 -0.07
0.06 -0.01 0.02
-0.02 -0.23 -0.74
0.28 0.34 -0.27

Output
E_HOMO (spin up / spin down) = -9.43 / -8.36 eV
ΔE to the lowest compared entry with this formula, charge and spin = 110.9 kcal/mol
Total energy = -3186.668227 hartree
Kohn-Sham gap (spin up / spin down) = 9.0021 / 4.5938 eV
LUMO (spin up / spin down) = -0.433 / -3.762 eV


[6]
# C3H3N

The molecule C3H3N (wB97M-V/def2-TZVPD, OMol25).

Atoms and positions in Å:
C -1.69188 -0.34628 -0.01769
C -0.57450 0.48232 0.00108
C 0.82354 0.06100 -0.01324
H -2.66443 0.18726 0.23522
H -1.76230 -1.45828 -0.07772
H -0.97721 1.47470 -0.11248
N 2.00872 -0.19799 0.01916

Atomic forces in eV per Å
0.85 0.97 1.05
-2.56 -2.72 -0.54
5.08 -0.59 -0.02
1.25 -0.82 -0.92
0.51 1.09 0.16
1.33 0.78 0.44
-6.47 1.28 -0.18

Output
E_HOMO = -10.40 eV
ΔE to the lowest compared entry with this formula, charge and spin = 18.4 kcal/mol
Structure (SMILES) = C=CC#N
Total energy = -170.800797 hartree
Kohn-Sham gap = 10.3321 eV
LUMO = -0.066 eV